Entry A
# C4H8N3

The ion C4H8N3 with charge +1 (wB97M-V/def2-TZVPD, the OMol25 dataset).

Values from the calculation:
Lowest unoccupied orbital energy (alpha / beta) (eV): -6.11 / -6.11
HOMO level (alpha / beta) (eV): -14.0813 / -14.0820
Spin multiplicity: 1
Charge: +1
SMILES string: CN(C)C(=[NH2+])C#N
Kohn-Sham gap (alpha / beta) (Ha): 0.2928 / 0.2929

CARTESIAN COORDINATES (ANGSTROEM)
C: 1.088 0.966 -0.625
N: 0.312 0.345 0.389
C: -0.165 0.974 1.516
C: -0.512 -0.971 -0.343
N: -0.240 -1.321 -1.560
C: -1.194 -1.761 0.607
N: -1.721 -2.263 1.518
H: 1.307 0.211 -1.399
H: 0.538 1.764 -1.149
H: 1.849 1.522 -0.070
H: -1.060 1.780 1.234
H: -0.543 0.169 2.183
H: 0.729 1.493 1.968
H: -0.662 -2.212 -2.015
H: 0.275 -0.697 -2.253



Entry B
# C4H8N3

The ion C4H8N3 with charge +1 (wB97M-V/def2-TZVPD, the OMol25 dataset).

Values from the calculation:
Lowest unoccupied orbital energy (eV): -4.12
HOMO level (eV): -14.7016
Spin multiplicity: 1
Charge: +1
SMILES string: C=NC(N=C)=[NH+]C
Kohn-Sham gap (Ha): 0.3887

CARTESIAN COORDINATES (ANGSTROEM)
C: -2.457 0.988 -0.206
N: -1.438 0.578 0.395
C: -0.174 0.353 0.088
N: -0.004 -0.904 -0.639
C: -0.494 -2.026 -0.361
N: 0.904 0.965 0.481
C: 2.248 0.386 0.260
H: -2.225 1.322 -1.230
H: -3.529 0.929 0.061
H: -1.025 -2.289 0.562
H: -0.463 -2.804 -1.045
H: 0.854 1.886 0.947
H: 2.172 -0.686 0.342
H: 2.668 0.512 -0.738
H: 2.963 0.791 1.083



Stability check: which of them is most stable? entry B.



Entry A
# C3H5ClO

A cluster of 2 separate species, C3H5ClO in total (wB97M-V/def2-TZVPD, the OMol25 dataset).

Values from the calculation:
Lowest unoccupied orbital energy (eV): 0.43
HOMO level (eV): -10.1055
Spin multiplicity: 1
Kohn-Sham gap (Ha): 0.3871

CARTESIAN COORDINATES (ANGSTROEM)
C: -0.046 0.491 0.879
C: 0.055 0.511 -0.731
C: -1.083 -0.060 0.026
O: -1.015 -2.027 -0.019
Cl: -2.738 0.232 0.031
H: 0.605 -0.182 1.463
H: -0.338 1.338 1.529
H: 0.046 1.444 -1.434
H: 0.718 -0.270 -1.118
H: -0.257 -2.320 0.351



Entry B
# C3H5ClO

A cluster of 2 separate species, C3H5ClO in total (wB97M-V/def2-TZVPD, the OMol25 dataset).

Values from the calculation:
Lowest unoccupied orbital energy (eV): -0.49
HOMO level (eV): -9.9591
Spin multiplicity: 1
Kohn-Sham gap (Ha): 0.3480

CARTESIAN COORDINATES (ANGSTROEM)
C: 0.660 1.268 -0.014
C: -0.856 1.287 -0.299
C: -1.266 -0.125 0.389
H: 0.537 1.789 1.017
H: 1.239 2.010 -0.395
H: -1.533 2.088 0.058
H: -1.117 1.277 -1.397
H: -1.654 0.442 1.825
O: -1.392 -1.467 -0.232
Cl: 1.320 -0.615 0.017



Entry C
# C3H5ClO

An isolated molecule of C3H5ClO (wB97M-V/def2-TZVPD, the OMol25 dataset).

Values from the calculation:
Lowest unoccupied orbital energy (eV): 0.83
HOMO level (eV): -9.8894
Spin multiplicity: 1
SMILES string: CC(=O)CCl
Kohn-Sham gap (Ha): 0.3941

CARTESIAN COORDINATES (ANGSTROEM)
C: -0.540 1.159 -0.093
C: -0.523 -0.326 0.001
O: -1.300 -1.017 -0.567
C: 0.700 -1.011 0.278
Cl: 2.011 -0.108 -0.362
H: 0.280 1.579 0.512
H: -1.428 1.639 0.315
H: -0.420 1.268 -1.109
H: 0.403 -1.944 -0.286
H: 0.816 -1.239 1.312



Stability check: which of them is most stable? entry C.



Entry A
# C5H13N2O

A structure of composition C5H13N2O (wB97M-V/def2-TZVPD, the OMol25 dataset).

Values from the calculation:
Lowest unoccupied orbital energy (eV): -8.74
HOMO level (eV): -14.6312
Spin multiplicity: 1
Charge: +1
Kohn-Sham gap (Ha): 0.2164

CARTESIAN COORDINATES (ANGSTROEM)
O: -2.001 0.362 1.191
C: -1.471 -0.437 0.515
N: -1.076 -1.474 0.027
C: -3.603 -2.801 0.866
C: 1.216 1.106 -0.803
N: 2.483 1.352 -1.259
C: 3.511 0.617 -0.715
C: 0.684 2.407 -0.041
H: -3.224 -2.627 1.870
H: -3.942 -1.867 0.416
H: -4.331 -3.608 0.879
H: -2.786 -3.110 0.210
H: 0.497 0.848 -1.596
H: -0.408 -0.519 -0.235
H: 1.260 0.400 0.040
H: 3.279 0.086 0.206
H: 4.350 1.311 -0.518
H: 3.888 -0.090 -1.481
H: 0.611 3.288 -0.674
H: -0.306 2.152 0.327
H: 1.370 2.603 0.774



Entry B
# C5H13N2O

A cluster of 2 separate species, C5H13N2O in total (wB97M-V/def2-TZVPD, the OMol25 dataset).

Values from the calculation:
Lowest unoccupied orbital energy (alpha / beta) (eV): -4.75 / -4.73
HOMO level (alpha / beta) (eV): -12.1699 / -12.1838
Spin multiplicity: 1
Charge: +1
Kohn-Sham gap (alpha / beta) (Ha): 0.2728 / 0.2738

CARTESIAN COORDINATES (ANGSTROEM)
C: -1.399 0.145 0.833
C: 0.753 1.314 0.540
C: -0.871 0.434 -0.634
C: -1.331 -0.708 -1.570
C: 1.933 -1.526 -0.283
N: 0.565 0.535 -0.561
N: -0.477 0.974 1.643
O: 3.089 -1.029 0.107
H: -2.408 0.480 1.242
H: -1.185 -0.922 1.045
H: 1.686 1.154 1.025
H: 0.434 2.402 0.396
H: -1.350 1.310 -1.110
H: -0.954 -1.815 -1.501
H: -1.117 -0.374 -2.663
H: -2.389 -0.673 -1.320
H: 1.600 -1.529 -1.308
H: 1.043 -1.508 0.471
H: -1.142 1.660 1.929
H: -0.094 0.401 2.351
H: 3.615 -0.724 -0.633



Stability check: which of them is most stable? entry B.